Record 1
C27H29N3O4PdS3 | wB97M-V/def2-TZVPD

Structure (ORCA input):
```
! wB97M-V def2-TZVPD RIJCOSX def2/J DEFGRID3
* xyz 2 1
Pd -0.01712 -0.49100 -0.03808
N -2.08691 -3.42087 1.91047
C -1.19907 -2.65681 1.29405
O -1.50843 -1.50151 0.92293
C 0.20563 -3.09210 1.05330
C 0.71811 -2.31856 -0.15681
H -3.01942 -3.06117 2.07299
H -1.86413 -4.35972 2.19346
H 0.31091 -4.17343 0.94467
H 0.76358 -2.80225 1.94826
H 0.31903 -2.71883 -1.08622
H 1.80144 -2.28178 -0.19838
O 3.95775 -0.72361 -2.17658
C 4.11033 0.51673 -2.61780
C 5.24180 0.80122 -3.37852
C 5.43505 2.07466 -3.85702
C 4.51676 3.11626 -3.60129
C 3.40552 2.86282 -2.86190
C 3.16616 1.55327 -2.34857
C 2.01366 1.24761 -1.59556
O 1.74021 0.15032 -1.10227
N 1.08007 2.36578 -1.40812
N -0.00690 1.96892 -0.99522
C -0.93346 3.02422 -0.77444
S -0.43790 4.57452 -0.38550
C -2.08440 5.30695 -0.66410
C -3.12861 4.26438 -0.33803
S -2.54695 2.65794 -0.97035
H 3.13726 -0.79762 -1.66425
H 5.94485 0.00307 -3.57342
H 6.31977 2.28497 -4.44563
H 4.70255 4.10706 -3.98968
H 2.69837 3.65071 -2.65246
H -2.11345 5.61347 -1.70950
H -2.17703 6.18460 -0.02707
H -4.08605 4.49192 -0.80212
H -3.26530 4.13988 0.73674
O -0.76146 1.32860 1.61077
S -1.17299 1.52697 3.05359
C -2.99167 1.51412 3.17541
C -3.75981 0.27642 2.82316
C -4.06238 -0.02787 1.50034
C -4.83934 -1.13560 1.18800
C -5.30476 -1.96470 2.20060
C -4.99581 -1.67619 3.52552
C -4.23557 -0.55726 3.83375
C -0.79963 -0.04471 3.86710
C -0.93647 0.05712 5.36430
C -1.75198 -0.83628 6.05062
C -1.87101 -0.76284 7.43171
C -1.17960 0.21071 8.13654
C -0.36064 1.10374 7.45933
C -0.23695 1.02626 6.07986
H -3.27782 2.35878 2.54292
H -3.16454 1.81708 4.21151
H -3.69441 0.60871 0.70510
H -5.09309 -1.34363 0.15570
H -5.92811 -2.81723 1.96222
H -5.37466 -2.30593 4.32038
H -4.02668 -0.31504 4.86992
H 0.22716 -0.22995 3.54420
H -1.45062 -0.81194 3.44699
H -2.28678 -1.60459 5.50199
H -2.50072 -1.46895 7.95758
H -1.27219 0.26990 9.21299
H 0.18942 1.85762 8.00787
H 0.41550 1.72016 5.56094
*
```

Results
energy relative to the best compared isomer or geometry (same formula, charge and spin) = 8.8 kcal/mol

***

Record 2
C10H19HgNSi | wB97M-V/def2-TZVPD

Structure (ORCA input):
```
! wB97M-V def2-TZVPD RIJCOSX def2/J DEFGRID3
* xyz -2 1
C -0.99177 1.10503 -3.45362
C 0.36711 0.65288 -3.53497
C 1.18963 1.65028 -2.93029
C 0.34564 2.71201 -2.45627
C -1.00924 2.34129 -2.74709
Hg 1.33432 2.44672 0.31502
N -0.17762 -1.11561 0.24556
C 0.11895 -2.39505 -0.32068
C 1.27903 -2.62890 -1.23024
H 2.27574 1.60120 -2.77835
H 0.72180 -0.27171 -4.00381
H 0.68488 3.67996 -2.05507
H -1.88952 2.91256 -2.45565
H -1.84549 0.62270 -3.93520
H 1.12642 -2.48939 -2.30975
H -0.66161 -2.54028 -1.07077
H -0.79758 -0.56961 -0.35995
H 2.00843 -3.38405 -0.90876
H 0.04615 -3.23919 0.38660
C -1.00782 -1.59781 3.09058
Si -0.18138 -0.45898 1.87390
C -1.26787 1.06770 2.13148
C 1.36760 0.15818 2.77534
H -1.71012 -2.27331 2.58038
H -1.59106 -0.96664 3.78728
H -0.25266 -2.15561 3.66148
H -1.59851 1.07625 3.17753
H -0.78532 2.04085 1.99417
H -2.18369 1.09192 1.52970
H 1.06184 0.64554 3.71970
H 2.06474 -0.65485 3.02009
H 1.95895 0.93590 2.26167
*
```

Results
energy relative to the best compared isomer or geometry (same formula, charge and spin) = 10.2 kcal/mol

***

Record 3
C2H2Cl2OS | wB97M-V/def2-TZVPD

Structure (ORCA input):
```
! wB97M-V def2-TZVPD RIJCOSX def2/J DEFGRID3
* xyz 0 1
O 0.28456 -0.48026 1.59400
C 0.34511 -0.32374 0.43535
S 1.91588 -0.01294 -0.54067
C -0.92887 0.09149 -0.40933
Cl -1.56588 1.66333 0.06319
Cl -2.08766 -1.30098 -0.24848
H 2.65594 0.16524 0.60498
H -0.61909 0.19786 -1.49904
*
```

Results
energy relative to the best compared isomer or geometry (same formula, charge and spin) = 8.3 kcal/mol
structure (SMILES) = O=C(S)C(Cl)Cl

***

Record 4
C5H13NO | wB97M-V/def2-TZVPD

Structure (ORCA input):
```
! wB97M-V def2-TZVPD RIJCOSX def2/J DEFGRID3
* xyz 1 2
C -1.11988 0.81214 0.70357
C -0.13302 0.07076 -0.27228
C 1.11144 0.85654 -0.69830
C 0.76796 2.32213 -1.05579
N 0.28925 -1.17685 0.30604
C -0.46039 -2.46367 0.47984
O -0.54787 -2.97516 1.76000
H -1.94154 0.13622 0.92248
H -1.42257 1.67276 0.11663
H -0.63295 1.11307 1.62587
H -0.76135 -0.26475 -1.11735
H 1.82923 0.74277 0.11680
H 1.57963 0.49273 -1.61338
H 0.60085 3.01122 -0.23436
H -0.12601 2.25814 -1.67966
H 1.61855 2.69913 -1.62053
H 1.18997 -1.49749 -0.05119
H -1.45911 -2.32614 0.04730
H 0.01798 -3.20119 -0.16496
H -0.40016 -2.28238 2.42928
*
```

Results
energy relative to the best compared isomer or geometry (same formula, charge and spin) = 39.6 kcal/mol

***

Record 5
C6H16N2 | wB97M-V/def2-TZVPD

Structure (ORCA input):
```
! wB97M-V def2-TZVPD RIJCOSX def2/J DEFGRID3
* xyz 0 1
C 0.66214 -2.26533 0.37051
C -0.51396 -1.47988 -0.42112
C -0.04884 -1.38668 -1.86580
N -0.62218 -0.19759 0.32271
C -1.96158 0.22467 0.66937
C 0.31339 0.83983 -0.15091
C 0.54246 1.92176 0.91347
N 1.71921 2.71549 0.55408
H 0.93038 -3.10784 -0.27655
H 0.38302 -2.59817 1.37500
H 1.43413 -1.50354 0.33884
H -1.45796 -2.02985 -0.37512
H 0.98994 -1.10124 -1.97430
H -0.75356 -0.87739 -2.52390
H 0.14497 -2.41740 -2.18930
H -2.18467 -0.05882 1.69662
H -2.14558 1.30790 0.61096
H -2.82472 -0.20031 0.12890
H 1.27358 0.29599 -0.16873
H 0.14231 1.33360 -1.11280
H -0.37609 2.52491 0.82160
H 0.71349 1.54584 1.93151
H 1.48994 3.46931 -0.07705
H 2.15017 3.04474 1.40202
*
```

Results
energy relative to the best compared isomer or geometry (same formula, charge and spin) = 40.5 kcal/mol
structure (SMILES) = CC(C)N(C)CCN

***

Record 6
C4H8N2O | wB97M-V/def2-TZVPD

Structure (ORCA input):
```
! wB97M-V def2-TZVPD RIJCOSX def2/J DEFGRID3
* xyz 0 1
C -0.05672 0.43115 1.45456
C 0.16607 0.21930 -0.11171
N -0.17257 1.52603 -0.79668
C 1.56032 -0.01200 -0.25422
N 2.70303 -0.03874 -0.31584
C -0.56887 -0.93570 -0.84135
O -0.87353 -2.13320 0.04258
H -0.99208 0.93677 1.56460
H 0.73862 0.86729 1.82960
H -0.13189 -0.51953 1.91662
H 0.53329 2.19977 -1.15286
H -1.05588 1.44686 -1.27525
H -1.56151 -0.56797 -1.22144
H 0.06358 -1.27019 -1.66465
H -0.35186 -2.14984 0.82604
*
```

Results
energy relative to the best compared isomer or geometry (same formula, charge and spin) = 62.7 kcal/mol
structure (SMILES) = C[C@@](N)(C#N)CO

***

Record 7
C34H80N2O24 | wB97M-V/def2-TZVPD

Structure (ORCA input):
```
! wB97M-V def2-TZVPD RIJCOSX def2/J DEFGRID3
* xyz -2 1
C 0.92208 0.63118 0.24702
C 0.64390 0.44224 1.52955
C -0.58426 -0.38286 1.97497
O -0.96707 -0.54067 3.20731
C -1.44204 -0.95066 1.06691
C -1.19887 -0.73559 -0.32464
C 0.05955 0.15205 -0.79009
O 0.23738 0.47072 -1.99643
O -1.97872 -1.30206 -1.09419
O 1.45490 1.04502 2.32996
H 1.80815 1.19266 -0.00990
H -2.31328 -1.49822 1.39483
C -4.93360 2.89476 1.67442
O -4.98146 2.55291 0.20082
C -3.91416 1.70788 -0.27241
C -3.95565 1.42956 -1.85810
N -3.57020 2.61230 -2.61624
C -4.47828 3.75813 -2.42461
C -3.84638 4.88282 -3.26192
O -4.17148 4.90322 -4.64553
C -4.01113 6.08849 -5.38216
H -5.43232 2.09639 2.22393
H -5.50181 3.75326 2.03248
H -3.92048 3.10496 2.01721
H -4.11436 0.72037 0.14334
H -2.97541 1.99905 0.19882
H -4.94823 1.09928 -2.16437
H -3.24755 0.62686 -2.06395
H -2.62669 2.87648 -2.37112
H -4.52543 4.12905 -1.40074
H -5.52795 3.58095 -2.65889
H -2.76039 4.85470 -3.17281
H -4.07227 5.86855 -2.85520
H -4.28344 5.93970 -6.42706
H -2.96452 6.38408 -5.30912
H -4.50667 6.97374 -4.98359
C 2.46189 -2.19940 -2.19938
O 3.17445 -3.12034 -1.32900
C 3.38204 -4.40377 -1.88851
C 4.29961 -5.25762 -1.09267
N 5.55936 -4.64414 -0.77894
C 6.44134 -5.59930 -0.04833
C 7.61183 -4.85320 0.67312
O 7.10125 -4.10954 1.77226
C 8.02186 -4.04850 2.89783
H 2.71393 -1.15657 -2.00680
H 1.38718 -2.29714 -2.04586
H 2.63309 -2.20424 -3.27583
H 3.72599 -4.39573 -2.92279
H 2.43100 -4.93358 -1.94272
H 4.54516 -6.18724 -1.60611
H 3.78722 -5.50358 -0.16258
H 6.03250 -4.27133 -1.58966
H 6.74485 -6.45546 -0.65080
H 5.80951 -6.04311 0.72104
H 8.16938 -4.19776 0.00406
H 8.24573 -5.62438 1.11081
H 8.21999 -5.02406 3.34182
H 7.62902 -3.40236 3.68286
H 8.98950 -3.66878 2.56979
C 3.13691 -3.65556 4.30137
C 1.90942 -2.89604 3.82560
O 1.89043 -1.59393 4.33349
O 4.33824 -3.32427 3.57342
H 2.95174 -4.72659 4.21944
H 3.31976 -3.37269 5.33802
H 0.97986 -3.41439 4.06081
H 2.02832 -2.82481 2.74444
H 1.08937 -1.14337 4.05621
H 5.03500 -3.05187 4.17502
C 5.46915 3.40162 1.13119
C 4.68915 2.08628 0.84205
O 4.91380 1.01438 1.71286
O 6.76147 3.33470 0.62077
H 5.43441 3.67798 2.18500
H 4.92531 4.23165 0.68021
H 4.86005 1.66475 -0.14852
H 3.61512 2.27054 0.86692
H 5.84506 0.78801 1.65710
H 7.32294 2.94776 1.29651
C -4.01687 -1.22810 4.67612
C -4.79965 -0.77996 3.46186
O -4.07111 0.14206 2.64306
O -3.11657 -2.17416 4.19219
H -4.78815 -1.72557 5.26411
H -3.50821 -0.44633 5.24023
H -5.76554 -0.44308 3.83824
H -4.89092 -1.64815 2.80916
H -3.21812 -0.17219 2.33443
H -2.38542 -1.68502 3.80780
C 0.67515 2.96961 -4.21585
C 1.75813 1.87634 -4.35078
O 2.37329 1.59181 -3.07838
O -0.42827 2.45227 -3.47706
H 0.38852 3.25783 -5.22722
H 1.04738 3.83502 -3.66755
H 2.49959 2.18987 -5.08565
H 1.35708 1.01828 -4.89021
H 1.72578 1.09658 -2.57135
H -0.07254 1.91043 -2.76892
C -1.25134 3.54279 3.92669
C -2.08679 2.70713 4.95464
O -1.36462 1.60308 5.45217
O -0.95641 2.91002 2.74409
H -0.40440 4.02539 4.41443
H -1.89800 4.36782 3.62791
H -3.09770 2.48514 4.61281
H -2.38215 3.24758 5.85396
H -1.24927 1.04095 4.68256
H -0.15812 2.38112 2.81191
C -1.84204 -2.84516 -3.90623
C -1.27782 -1.65037 -4.72697
O -1.44401 -0.42048 -4.03840
O -1.14413 -3.19666 -2.75651
H -1.92286 -3.74106 -4.52178
H -2.84828 -2.55923 -3.59993
H -1.79585 -1.57094 -5.68270
H -0.21199 -1.85478 -4.82853
H -1.22271 -0.54556 -3.11267
H -1.34236 -2.56425 -2.06199
C -4.46665 -3.51101 -1.03081
C -5.94718 -3.94884 -0.80449
O -6.62483 -3.34906 0.27645
O -4.50748 -2.15522 -1.34462
H -4.07672 -4.16771 -1.80849
H -3.67688 -3.71359 -0.30740
H -5.97804 -5.03727 -0.85424
H -6.62633 -3.68924 -1.61657
H -6.51104 -2.40770 0.12652
H -3.62801 -1.77977 -1.26003
C 1.16110 3.94674 -0.44986
C -0.31317 3.89342 -0.52167
O -0.84839 4.92773 0.32334
O 1.69277 3.78831 0.93054
H 1.49356 4.87177 -0.92092
H 1.59945 3.24278 -1.15723
H -0.71263 2.97214 -0.09767
H -0.66597 4.06567 -1.53851
H -0.70757 4.58264 1.20803
H 1.47628 2.89387 1.20389
*
```

Results
E_tot = -3258.50469 a.u.

***

Asked for largest force on an atom across the records above, the calculation gives 0.63, 3.77, 2.93, 2.38, 2.58, 5.90, 5.33 eV Å⁻¹ in order.